{"formula": "C2H33NO13S", "method": "wB97M-V/def2-TZVPD", "symbols": ["C", "C", "S", "N", "H", "H", "H", "H", "H", "H", "H", "H", "H", "O", "H", "H", "O", "H", "H", "O", "H", "H", "O", "H", "H", "O", "H", "H", "O", "H", "H", "O", "H", "H", "O", "H", "H", "O", "H", "H", "O", "H", "H", "O", "H", "H", "O", "H", "H", "O"], "positions_angstrom": [[-1.04162, 2.56828, 2.26691], [-0.92439, 1.54394, 3.46806], [-0.78448, -0.25897, 3.43885], [-1.82160, 2.01028, 1.14651], [-1.68462, 3.33405, 2.72476], [-0.07810, 3.00857, 2.08981], [0.20264, 1.70571, 3.70767], [-1.59270, 1.67025, 4.26223], [-1.07396, -0.56994, 2.10181], [-1.35501, 1.13426, 0.94346], [-2.87960, 1.87707, 1.21448], [2.74497, 1.76712, -3.38147], [1.24480, 1.43616, -3.18150], [2.20649, 1.26958, -2.78580], [-0.42328, 2.48650, -3.53389], [-0.89818, 1.21038, -3.06571], [-0.24448, 1.51661, -3.80726], [-1.57558, 2.47543, -0.74779], [-1.39054, 1.03184, -0.91062], [-1.47483, 1.89199, -1.49701], [3.13591, 2.26533, 1.17989], [2.69258, 1.63119, -0.24047], [3.14034, 1.43402, 0.61795], [0.90670, -4.21496, 1.12245], [-0.50338, -3.82444, 1.37399], [0.02304, -4.26066, 0.70939], [0.45359, -2.49277, -1.36196], [-0.61603, -3.55737, -0.96805], [-0.49445, -2.79149, -1.48064], [-2.42377, -2.82831, 0.78049], [-1.88622, -1.74477, 1.79074], [-2.21877, -2.67137, 1.65771], [1.81673, 0.14284, 1.41766], [2.17802, -0.98250, 0.50041], [1.54135, -0.71224, 1.14769], [2.09618, 2.77817, -1.45439], [0.70502, 2.20455, -1.36573], [1.44760, 2.75182, -0.88660], [-1.16911, -1.41071, -0.78822], [-0.18158, -0.63785, 0.17938], [-0.99723, -0.81256, 0.03391], [2.08568, -0.34551, -2.01610], [3.14157, -1.34170, -1.81318], [2.38076, -1.04677, -1.43626], [2.57913, -2.62461, 0.41809], [2.62567, -2.36227, 1.73221], [2.47431, -3.18751, 1.24363], [-4.33796, -1.46909, -1.82544], [-4.07886, -0.32458, -2.76479], [-3.67278, -0.67300, -1.95726]], "forces_ev_per_a": [[-3.7, -1.4, 1.8], [4.5, 0.5, -1.0], [-0.6, -1.0, -1.9], [0.0, 0.5, -0.3], [0.5, 0.2, -0.3], [0.3, -0.2, -1.0], [-2.1, 0.4, 0.9], [-0.8, 1.0, 1.1], [0.6, 0.8, 1.4], [-0.8, -0.3, -0.2], [2.3, 0.3, 0.6], [0.9, 0.2, -0.7], [1.6, -0.7, 0.5], [-2.2, 0.0, -0.9], [0.6, -1.7, -1.2], [1.4, 0.1, -1.7], [-2.0, 1.9, 2.6], [-0.3, 1.0, 0.7], [-0.4, 1.6, -2.0], [0.6, -3.0, 1.0], [-0.1, -1.4, -1.5], [0.1, 0.1, 1.4], [0.4, 1.1, 0.8], [-0.2, 0.1, -0.6], [-0.9, 0.4, 0.3], [0.7, -0.7, 0.3], [-1.5, -0.8, 0.0], [0.3, -1.7, 1.5], [1.4, 2.4, -2.2], [-0.5, 0.1, -2.7], [-0.9, -1.7, -0.9], [0.8, 0.8, 3.7], [0.7, 1.4, 0.2], [0.4, 0.6, -1.0], [-1.3, -1.2, 0.7], [5.2, 0.3, -5.0], [1.9, 1.7, 1.6], [-8.0, -1.0, 3.8], [1.1, 0.8, 1.8], [9.2, 1.1, 1.3], [-10.1, -1.1, -3.0], [0.0, 0.8, -0.3], [3.5, -1.4, -1.7], [-3.2, 0.1, 2.0], [-0.4, -2.3, 0.2], [-0.4, -0.6, 1.6], [1.3, 2.0, -1.6], [2.2, 2.2, 0.0], [0.4, 0.4, 0.1], [-2.6, -2.6, 0.0]], "lumo_ev": 0.06, "homo_ev": -8.71, "gap_ev": 8.8}

=====

{"formula": "C2H38N2O17", "method": "wB97M-V/def2-TZVPD", "symbols": ["N", "C", "C", "N", "O", "H", "H", "H", "H", "H", "H", "H", "H", "O", "H", "H", "O", "H", "H", "O", "H", "H", "O", "H", "H", "O", "H", "H", "O", "H", "H", "O", "H", "H", "O", "H", "H", "O", "H", "H", "O", "H", "H", "O", "H", "H", "O", "H", "H", "O", "H", "H", "O", "H", "H", "O", "H", "H", "O"], "positions_angstrom": [[0.68086, 0.06747, -2.77858], [1.75985, 0.28410, -1.81119], [1.56894, -0.19335, -0.38190], [0.44558, 0.19782, 0.24722], [2.43852, -0.75915, 0.28946], [-0.00013, 0.79093, -2.59123], [1.00564, -0.07354, -3.71656], [2.78580, -0.09584, -2.26468], [1.92803, 1.32721, -1.55979], [-0.28877, 0.73666, -0.18948], [0.51486, 0.25570, 1.23514], [-1.25885, -0.88788, -2.65368], [-1.97924, -1.79062, -1.64181], [-1.99366, -0.92102, -2.04941], [-3.01427, 2.10752, 2.30608], [-4.10036, 2.48120, 1.36191], [-3.14431, 2.41452, 1.35826], [-0.91805, 2.88017, -2.08497], [-0.83168, 3.65021, -3.31950], [-0.22542, 3.18860, -2.71305], [3.56555, 1.91834, -1.15225], [4.78404, 0.87448, -1.31402], [4.53962, 1.75365, -0.99000], [3.02905, -0.78787, 2.37375], [3.33079, 0.60688, 1.96928], [2.91888, 0.12168, 2.68518], [0.91300, -0.72204, 3.25129], [0.49432, -1.21395, 4.72334], [0.24312, -1.12312, 3.80355], [-3.79303, 0.22840, -0.00921], [-3.70087, -0.50222, -1.36132], [-4.29246, 0.02021, -0.82743], [3.43470, -2.63050, -1.02934], [2.96538, -3.04786, -2.50514], [2.76257, -3.06887, -1.57348], [0.98189, 3.80937, 0.08390], [0.75418, 3.52141, -1.46499], [1.42005, 3.61566, -0.74476], [-1.00330, -3.56162, 2.27843], [-1.17024, -2.60019, 3.44659], [-1.63445, -3.26967, 2.92469], [-2.75496, -1.73171, 1.58987], [-1.72322, -1.65724, 0.48200], [-2.28334, -1.08395, 1.03404], [-2.64499, 0.88509, -1.23655], [-2.25877, 1.76977, -0.03179], [-1.88990, 1.33494, -0.83021], [-1.26989, 0.83912, 3.43533], [-1.41899, -0.00400, 2.28982], [-1.10897, 0.87176, 2.47484], [-1.05625, 3.83886, 1.48082], [-0.48215, 2.48341, 1.83904], [-0.24890, 3.34017, 1.50772], [-0.46904, -3.70623, -0.47265], [0.21610, -2.83387, 0.59107], [-0.59358, -2.94839, 0.08637], [0.98625, -3.35141, -2.15145], [-0.48910, -3.19722, -2.37172], [0.21967, -3.85241, -2.47543]], "forces_ev_per_a": [[0.0, -0.5, 1.8], [2.4, -1.1, -1.0], [-0.2, -0.4, 0.9], [0.3, -0.1, -1.1], [0.4, -0.4, -1.2], [-0.1, 0.1, -1.1], [-0.1, 0.7, -0.2], [-2.2, 0.5, 1.2], [-0.2, 0.7, -0.6], [-0.2, -0.1, -0.2], [0.0, -0.1, 0.7], [0.9, 0.1, -0.3], [0.1, 0.0, 0.1], [-1.0, -0.7, 0.0], [0.5, 0.3, -1.8], [-0.5, 0.3, -0.6], [-0.4, -0.4, 2.3], [0.5, -0.4, 0.1], [0.8, 0.1, -0.2], [-2.1, -0.2, -0.3], [1.8, -0.4, 0.2], [-0.5, 0.3, 0.1], [-1.1, 0.3, -0.1], [-0.1, 0.2, -0.1], [0.0, 0.3, -0.3], [0.0, -0.5, 0.8], [0.8, 0.4, 0.4], [0.7, 0.3, -0.1], [-1.3, -0.7, 0.1], [-0.4, -0.7, -0.6], [0.3, -0.5, -0.2], [-0.6, 0.9, 0.9], [-0.3, 0.2, -0.5], [0.7, 0.2, -0.2], [-0.4, -0.3, 0.6], [-0.4, -0.2, 0.2], [0.7, 0.5, 0.9], [0.6, -0.3, -0.8], [0.3, -0.2, -0.5], [0.2, 0.0, -0.2], [-0.7, 0.2, 0.7], [0.3, 0.2, -0.2], [0.1, 0.2, 0.2], [-0.6, -0.3, 0.4], [0.3, 0.2, 0.0], [0.2, -0.1, -0.4], [0.2, 1.3, 0.1], [0.7, 0.5, -0.2], [-0.5, -1.3, -1.5], [-0.3, 1.0, 1.9], [-0.6, 0.3, 0.0], [-0.3, -1.0, 0.3], [0.8, 0.9, -0.2], [0.4, -0.8, -0.5], [0.3, 0.2, -0.2], [-0.3, 0.3, 0.6], [0.1, -0.2, 0.1], [0.2, -0.3, -0.4], [-0.5, 0.5, 0.2]], "lumo_ev": -0.11, "e_above_lowest_kcal_mol": 0.0, "homo_ev": -9.33, "gap_ev": 9.2}

=====

{"formula": "C2H3AgLiO", "method": "wB97M-V/def2-TZVPD", "symbols": ["C", "C", "O", "Li", "H", "H", "Ag", "H"], "positions_angstrom": [[-1.22816, -0.14452, 0.41422], [-0.17376, 0.70717, 0.48392], [1.09253, 0.19749, 0.68104], [0.77171, -1.07933, -0.57554], [-2.23637, 0.22649, 0.21631], [-1.13777, -1.23025, 0.59357], [1.42096, 2.17530, 0.37840], [1.49087, -0.85236, -2.19191]], "forces_ev_per_a": [[-0.3, 1.4, -0.2], [1.1, -3.9, 0.8], [-2.1, 0.2, 0.5], [0.3, -0.1, -1.1], [0.4, -0.2, 0.0], [0.1, 0.6, 0.2], [0.6, 2.0, -0.6], [-0.2, -0.1, 0.4]], "lumo_ev": [-1.83, -2.09], "s_squared": 0.76, "e_above_lowest_kcal_mol": 4.6, "spin_multiplicity": 2, "homo_ev": [-6.60, -6.49], "gap_ev": [4.8, 4.4]}

=====

{"formula": "C2H3BF2O", "method": "wB97M-V/def2-TZVPD", "symbols": ["B", "C", "C", "O", "F", "F", "H", "H", "H"], "positions_angstrom": [[-1.34658, 0.10925, -0.38209], [1.26532, 0.29791, -0.01637], [0.00314, -0.31226, 0.43323], [2.10595, -0.15982, -0.67499], [1.38053, 1.59694, 0.44067], [0.24498, -1.88852, 0.13544], [-1.57898, -0.35399, -1.49262], [-1.93295, 0.91618, 0.11040], [-0.14141, -0.20567, 1.44633]], "forces_ev_per_a": [[0.0, -2.1, -3.4], [-0.2, 2.0, -0.3], [1.2, -2.8, -1.2], [1.1, -0.7, -0.9], [-0.4, -1.1, 0.0], [-0.8, 2.6, 0.6], [0.8, 0.3, 0.8], [-0.8, 1.6, 2.1], [-0.8, 0.3, 2.3]], "lumo_ev": [0.34, -6.04], "s_squared": 2.01, "e_above_lowest_kcal_mol": 42.3, "spin_multiplicity": 3, "homo_ev": [-7.56, -12.55], "gap_ev": [7.9, 6.5]}

=====

{"formula": "C2H3Br", "method": "wB97M-V/def2-TZVPD", "symbols": ["C", "C", "Br", "H", "H", "H"], "positions_angstrom": [[-0.88198, -0.36805, 0.06789], [-0.11894, 0.66127, 0.05782], [2.77925, 0.09100, 0.09146], [-1.91598, -0.50442, 0.03489], [-0.41008, -1.41678, -0.09010], [0.54773, 1.53698, -0.16196]], "forces_ev_per_a": [[2.5, -2.1, -0.7], [2.2, 0.5, -0.7], [-1.4, 0.2, -0.1], [-1.7, 0.7, 0.2], [-0.3, 1.7, 0.6], [-1.3, -1.0, 0.7]], "lumo_ev": [-1.46, -2.55], "e_above_lowest_kcal_mol": 68.0, "homo_ev": [-9.56, -9.10], "gap_ev": [8.1, 6.5]}

=====

{"formula": "C2H3Br2FSi", "method": "wB97M-V/def2-TZVPD", "symbols": ["C", "C", "F", "Si", "Br", "Br", "H", "H", "H"], "positions_angstrom": [[0.53281, -0.34443, 1.15877], [-0.09020, 0.12651, 0.02430], [-1.71375, 1.56046, -1.74669], [-1.81418, 0.66063, -0.44290], [4.22924, -0.47979, -0.85472], [-3.27513, -0.96447, -0.66526], [1.55675, -0.45578, 1.21778], [0.01586, -0.54712, 2.12498], [0.55860, 0.44400, -0.81626]], "forces_ev_per_a": [[-3.7, 1.1, -0.9], [1.4, -0.4, 0.9], [0.2, 0.0, -0.6], [0.1, 0.1, 1.7], [0.0, 0.0, 0.0], [-0.1, -0.3, -0.2], [2.1, -0.2, -0.2], [0.1, 0.0, -1.1], [0.0, -0.4, 0.5]], "lumo_ev": [-0.96, -3.94], "e_above_lowest_kcal_mol": 98.0, "homo_ev": [-10.49, -7.72], "gap_ev": [9.5, 3.8]}

=====

| no. | maximum force (eV/Å) | E (eV) |
| --- | --- | --- |
| 1 | 10.57 | -41549.5429 |
| 2 | 2.81 | -40479.7965 |
| 3 | 4.16 | -8368.5087 |
| 4 | 4.05 | -10274.3949 |
| 5 | 3.35 | -72161.0289 |
| 6 | 3.99 | -152802.1140 |